69
Properties=species:S:1:pos:R:3:forces:R:3:mulliken_charge:R:1 method="wB97M-V/def2-TZVPD" lumo_energy_ev="2.72 / 2.72" multiplicity=6 s2=8.753 orbital_gap_ev="8.217 / 8.924" total_charge=-1
Mn 1.0791 0.5353 -0.1271 -0.331 0.011 0.086 1.2076
C -1.9830 3.7244 -1.9165 0.738 -1.780 1.244 0.5536
F -1.2322 4.7703 -1.6139 -0.930 1.509 0.550 -0.2002
F -3.2746 3.9580 -2.1939 0.852 0.793 -0.238 -0.2243
F -1.3408 3.2212 -2.9623 -0.520 -0.708 -1.462 -0.2379
S -1.8795 2.4557 -0.5562 -1.946 0.694 -0.529 0.8400
O -2.6112 1.3376 -1.1283 0.257 -0.154 0.034 -0.6750
O -0.4491 2.2502 -0.5089 0.919 -0.013 0.682 -0.5354
O -2.5251 3.0850 0.5785 0.717 -0.269 -0.165 -0.6594
C 3.3210 -3.5840 -0.4119 -0.565 2.347 1.411 0.3975
F 3.6487 -4.7129 0.1399 0.704 -1.334 0.187 -0.1970
F 4.3691 -2.7486 -0.4725 0.495 -0.661 -0.494 -0.2338
F 2.8178 -3.7738 -1.6007 -0.053 -0.414 -1.214 -0.1508
S 2.1288 -2.6999 0.6619 -2.211 0.589 1.767 1.2885
O 2.0551 -1.3552 0.0687 0.421 -0.494 -0.334 -0.7606
O 0.8338 -3.4018 0.5135 1.709 0.352 0.230 -0.7796
O 2.7308 -2.6663 1.9972 -0.499 -0.548 -1.416 -0.6854
Br 3.1082 1.6715 -1.1136 0.054 0.184 -0.060 -0.6980
C -3.2270 -1.6098 0.5139 0.994 -0.881 0.328 -1.8117
C -2.0342 -0.9444 1.2137 1.410 -1.273 -0.374 0.3700
C -1.5806 -1.7328 2.4504 -0.512 0.027 -1.002 -1.0306
O -0.5571 -1.0583 3.1528 -0.263 -0.936 0.175 -0.1277
C -0.0223 -1.9760 4.0828 -0.234 0.004 1.951 -0.9950
N -0.8618 -0.7373 0.2830 -0.753 -0.297 -0.202 0.7663
H -3.0002 -2.6434 0.1656 0.110 0.566 0.324 0.3173
H -3.4744 -1.0380 -0.3601 -0.432 0.413 -0.283 0.3622
H -4.0440 -1.6843 1.2208 -0.437 0.129 -0.059 0.5151
H -2.3220 0.0128 1.5616 -0.385 1.228 0.192 0.2984
H -1.1212 -2.6597 2.1444 -0.194 -0.671 -0.457 0.5086
H -2.4754 -1.9805 3.0732 0.587 0.377 -0.029 0.2658
H 0.8472 -1.4961 4.5030 0.053 0.424 0.652 0.3540
H 0.4101 -2.9374 3.7893 -0.471 0.085 -1.255 0.3385
H -0.7997 -2.2464 4.8769 0.918 0.584 -0.730 0.3033
H -1.2573 -0.3714 -0.5836 -0.159 0.100 0.247 -0.3020
H -0.4373 -1.6273 -0.0066 -0.317 -0.054 0.547 0.0121
C -1.2514 -0.7863 -4.1555 1.512 2.338 -1.254 -1.8371
C -0.2419 -1.0442 -3.0310 -1.061 -0.754 -0.355 0.9646
C 0.8906 -1.9198 -3.5461 -0.354 -0.885 1.350 -0.4501
O 0.3612 -3.2111 -3.9457 0.333 1.076 -0.936 -0.3005
C 1.2673 -3.9313 -4.7948 -0.153 0.551 0.251 -0.6350
N 0.2274 0.1643 -2.3329 -1.025 0.624 -0.210 0.0012
H -2.0051 -0.0360 -3.9344 -0.560 -0.433 0.758 0.4067
H -1.6355 -1.6943 -4.5570 -0.490 -0.626 -0.148 0.4244
H -0.7626 -0.2106 -5.0051 0.030 -0.930 0.606 0.3536
H -0.8268 -1.6628 -2.3232 0.515 0.239 0.127 -0.2532
H 1.5626 -2.1127 -2.6981 0.235 0.305 -0.360 0.0311
H 1.3912 -1.3864 -4.3425 0.329 -0.106 -0.513 0.5145
H 1.6251 -3.3249 -5.6869 -0.527 -0.529 0.931 0.2874
H 0.6892 -4.8177 -5.1571 0.824 0.586 0.401 0.2328
H 2.1498 -4.1628 -4.1581 -0.326 -0.409 -0.718 0.2042
H -0.5581 0.8411 -2.3911 0.570 -0.542 0.355 -0.0814
H 0.9846 0.6892 -2.7621 0.325 -0.459 -0.432 0.3682
C 0.3853 2.1986 4.1191 -0.561 -0.021 -0.085 -1.6766
C 0.5503 2.2947 2.5845 2.062 -0.198 0.514 1.3784
C 1.3926 3.5039 2.0975 -2.753 0.531 -0.827 -0.7391
O 0.7967 4.7093 2.6172 1.140 -0.507 0.288 -0.4758
C -0.0056 5.4058 1.6799 1.392 -0.966 -0.967 -0.4084
N 1.2402 1.0600 2.0441 0.133 0.939 0.309 0.0050
H 1.3150 2.2302 4.6682 0.652 -0.258 -0.103 0.3888
H -0.1785 1.2918 4.4483 0.402 0.582 -0.528 0.3273
H -0.1431 3.0677 4.5020 -0.315 0.123 -0.176 0.4205
H -0.4092 2.4376 2.1363 -0.724 -0.393 -0.384 -0.5519
H 1.3183 3.5739 0.9949 0.112 -0.424 0.337 0.2490
H 2.4246 3.4311 2.3064 1.229 0.044 0.819 0.4586
H 0.6201 5.7416 0.7850 -0.755 -0.058 1.105 0.2285
H -0.3976 6.2047 2.2690 -0.553 0.770 -0.158 0.3318
H -0.7583 4.7171 1.3011 -0.459 0.297 -0.081 0.1314
H 0.8861 0.2872 2.5890 -0.140 -0.512 -0.131 -0.0426
H 2.2558 1.1148 2.2438 -0.763 0.073 -0.090 0.3489



61
Properties=species:S:1:pos:R:3:forces:R:3:mulliken_charge:R:1 method="wB97M-V/def2-TZVPD" lumo_energy_ev=-3.04 orbital_gap_ev=8.574 total_charge=+1
C 3.0803 -2.0782 0.7293 0.069 -0.014 -0.194 -0.9928
C 2.5252 -0.8505 1.3897 -0.045 -0.682 -0.617 0.1486
O 3.1502 -0.2386 2.1842 0.265 0.655 0.678 -0.4648
N 1.1107 -0.5594 1.1080 -0.818 -0.174 -0.273 1.0646
C 0.3926 -0.6775 2.3902 0.189 0.339 0.706 -1.4213
C 0.8677 0.5554 0.2414 0.404 1.308 1.274 -0.5699
O 1.8365 1.5095 0.4888 0.474 -0.247 -0.706 -0.6808
N 1.0595 -0.0068 -1.2155 0.269 -0.466 -0.117 1.5727
C 1.9242 0.8331 -2.1117 1.003 0.491 -0.362 -0.8071
C 3.4272 0.6163 -1.8531 0.166 0.420 0.387 1.2702
C 4.1913 1.8998 -1.5431 -0.124 -0.308 0.460 -1.3810
F 3.9735 0.0260 -2.9922 -0.180 -0.148 0.024 -0.4201
C -0.1773 -0.6915 -1.7912 -1.180 -0.195 -0.419 -0.0472
B -0.8241 -0.1129 -3.1542 -0.221 1.036 -0.376 1.4884
O -0.4419 1.0481 -3.8066 0.752 -0.827 -0.051 -0.5857
O -1.8834 -0.8201 -3.6544 0.526 -0.527 0.547 -0.6684
P 0.5787 -2.3791 -2.3609 0.816 0.122 0.644 0.0362
O 1.2852 -1.6473 -3.6583 -0.443 -0.233 -0.464 -0.5330
Br -0.9221 -3.7099 -3.2369 -0.101 0.056 -0.176 -0.1742
C -1.3629 -0.8460 -0.7608 0.343 -0.479 -0.132 -1.4891
P -1.6069 -2.4290 0.2250 -1.220 1.001 2.158 0.2439
O -2.2717 -2.0771 1.4899 0.230 -0.071 -0.181 -0.5538
O -2.6010 -3.3368 -0.6258 0.729 -0.343 -0.541 -0.3711
O -0.2245 -3.1844 0.4989 0.054 -0.285 -0.964 -0.3088
N -1.5256 0.2471 0.1913 0.326 0.078 -0.410 0.5586
C -0.5242 1.2070 0.3794 -1.233 -0.973 0.279 -1.6628
I -0.7616 2.8511 -1.1438 0.368 0.192 -0.198 0.2235
P -0.6808 2.2745 1.9355 1.448 1.665 -0.343 0.0074
P -2.5806 3.3385 1.6514 -0.790 -0.763 -0.109 0.7272
O -3.5905 2.5934 0.8721 0.300 0.015 -0.269 -0.6019
O -3.1096 3.6364 3.1253 0.168 0.215 -0.040 -0.4441
O -2.1879 4.7757 1.1149 0.005 -0.017 0.246 -0.3463
H 2.6853 -2.2614 -0.2689 0.003 -0.073 -0.029 0.1553
H 4.1645 -2.0045 0.7162 0.026 -0.089 -0.017 0.4139
H 2.7963 -2.9439 1.3317 -0.054 0.014 0.029 0.3269
H -0.6698 -0.4864 2.3144 -0.040 -0.232 -0.319 0.5726
H 0.8244 -0.0132 3.1432 0.044 0.070 -0.063 0.3671
H 0.5169 -1.6916 2.7660 -0.033 -0.093 -0.187 0.2898
H 1.6547 2.3423 0.0241 -0.229 0.051 0.130 0.6661
H 1.6993 -0.7868 -1.0196 -0.174 -0.095 0.220 -0.4253
H 1.8064 0.5669 -3.1513 -0.397 -0.262 0.100 0.4096
H 1.7123 1.8893 -2.0265 -0.480 -0.099 0.151 0.6114
H 3.5976 -0.0677 -1.0165 -0.010 -0.226 -0.157 -0.4571
H 3.6762 2.7945 -1.8867 0.184 0.036 -0.291 0.3207
H 5.1983 1.8204 -1.9433 -0.035 0.136 -0.183 0.4239
H 4.2939 1.9775 -0.4604 -0.043 0.114 0.008 0.3410
H 0.2211 0.8542 -4.4830 -0.142 0.378 -0.176 0.3123
H -1.7025 -1.1318 -4.5500 -0.549 0.315 -0.184 0.3302
H 1.6586 -2.3006 -4.2686 0.209 0.140 0.036 0.3849
H -2.2823 -0.8526 -1.3517 0.100 -0.222 -0.187 1.2033
H -3.0405 -3.9545 -0.0213 -0.257 0.147 -0.086 0.4018
H -0.3598 -4.1268 0.6791 0.139 0.034 0.017 0.3341
H -2.4590 0.6454 0.1787 -0.058 -0.025 0.300 0.4868
H -0.9700 1.4806 3.0379 -0.457 -0.330 -0.168 0.0799
H -3.8749 3.0605 3.2798 0.120 0.003 0.214 0.3559
H -2.9915 5.3211 1.1003 0.173 0.175 -0.078 0.3677
C -4.1683 -0.3745 4.3364 0.053 0.019 0.087 -0.1933
Cl -3.2409 0.5838 3.1485 -0.617 -0.810 0.395 -0.0221
Cl -3.8659 -2.0894 4.1654 0.001 0.004 0.006 -0.0915
Cl -3.7877 0.1765 5.9665 -0.027 0.041 0.007 -0.1293
H -5.2190 -0.1941 4.1531 0.001 0.039 -0.037 0.3461



12
Properties=species:S:1:pos:R:3:forces:R:3:mulliken_charge:R:1 method="wB97M-V/def2-TZVPD" lumo_energy_ev="0.40 / 0.41" orbital_gap_ev="8.580 / 8.584"
C -1.2228 0.8752 -0.0093 -0.737 -0.353 0.241 -0.4763
O -0.8420 0.3859 -1.2925 -0.199 -0.013 0.344 -0.3537
C 0.0994 -0.4836 -0.8687 1.006 0.349 0.409 0.0859
C 1.3095 0.2935 0.3063 0.540 -0.359 -0.698 -0.3957
O 0.8624 -0.7042 1.2363 0.384 -0.076 -0.300 -0.3184
C -0.2016 -1.0163 0.4987 -0.820 0.478 0.144 -0.0869
H -2.2265 0.6056 0.2572 -0.640 0.063 -0.234 0.2177
H -1.0982 1.9920 -0.0136 0.358 -1.085 0.769 0.2271
H 0.1979 -1.2411 -1.6991 1.318 0.751 0.616 0.3267
H 2.3337 0.0851 0.0346 0.341 -0.050 -0.086 0.2427
H 1.2829 1.2819 0.8526 -0.574 -0.708 -1.347 0.2314
H -0.4947 -2.0741 0.6975 -0.976 1.004 0.142 0.2995



ΔE to the lowest compared entry with this formula, charge and spin, record by record: 0.0; 17.3; 160.5 kcal per mole